Formula: CH2N2O3S
Source: the OMol25 dataset
Level of theory: ωB97M-V/def2-TZVPD

Atoms and positions in Å:
C 1.449 -0.146 0.256
N -1.441 -0.220 -1.689
N 1.528 0.214 1.395
O 1.343 -0.138 -0.901
O -1.163 1.164 0.537
O -1.173 -1.344 0.496
S -1.189 -0.071 -0.228
H -1.025 0.628 -2.146
H 1.670 -0.088 2.279

## Properties
Lowest unoccupied orbital energy (alpha / beta): 0.047 / -4.287 eV
Charge: 0
2S+1: 3
DFT total energy: -772.491207 a.u.
⟨S²⟩: 2.0138
Gap between HOMO and LUMO (alpha / beta): 0.2532 / 0.2554 hartree
ΔE to the lowest compared entry with this formula, charge and spin: 43.90 kcal per mole